Formula: C43H34FeN7O2PS
Source: the Open Molecules 2025 dataset
Level of theory: ωB97M-V/def2-TZVPD

* 2S+1: 2
* <S²>: 0.7828
* orbital gap (alpha / beta): 6.09 / 6.24 eV
* charge: +1

```
89
C43H34FeN7O2PS, DFT ωB97M-V/def2-TZVPD
Fe -0.246 -0.041 0.224
C 1.535 -3.419 -3.790
C 1.870 -2.128 -4.181
C 1.762 -1.072 -3.293
C 1.329 -1.284 -1.981
C 1.008 -2.582 -1.591
C 1.104 -3.637 -2.490
N 1.140 -0.209 -1.081
C 1.944 0.899 -1.091
C 3.256 0.962 -1.601
C 3.971 2.131 -1.513
C 3.437 3.292 -0.924
C 2.165 3.264 -0.423
C 1.420 2.079 -0.513
N 0.135 1.895 -0.036
N -0.588 2.861 0.294
C -1.877 2.463 0.670
C -2.810 3.335 1.047
C -4.189 2.866 1.353
C -5.164 0.982 0.714
C -4.038 0.004 0.285
N -2.167 1.067 0.579
H 1.617 -4.241 -4.487
H 2.204 -1.937 -5.193
H 1.998 -0.069 -3.624
H 0.690 -2.766 -0.572
H 0.856 -4.638 -2.159
H 3.707 0.078 -2.028
H 4.985 2.151 -1.893
H 4.034 4.190 -0.854
H 1.721 4.129 0.050
H -2.550 4.385 1.102
H -4.721 3.602 1.950
H -6.155 0.549 0.802
H -4.327 -1.030 0.136
O -2.574 -3.135 1.150
C -1.892 -2.397 0.483
O -0.890 -1.684 0.939
C -2.178 -2.199 -1.021
P -1.682 -0.501 -1.353
C -2.982 0.620 -0.675
C -3.485 1.674 -1.606
C -4.465 2.492 -1.236
C -5.081 2.408 0.114
C -4.310 1.431 1.935
C -3.196 0.469 1.491
C -1.392 -0.205 -3.094
C -1.735 -1.144 -4.060
C -1.461 -0.886 -5.396
C -0.853 0.304 -5.763
C -0.506 1.244 -4.798
C -0.766 0.988 -3.464
H -3.215 -2.425 -1.261
H -1.525 -2.869 -1.583
H -3.056 1.748 -2.594
H -4.826 3.242 -1.931
H -6.041 2.918 0.138
H -4.640 1.343 2.967
H -2.770 -0.215 2.219
H -2.203 -2.079 -3.778
H -1.721 -1.618 -6.149
H -0.640 0.501 -6.806
H -0.023 2.168 -5.086
H -0.466 1.705 -2.707
N 2.478 -1.991 3.490
C 3.876 -1.905 3.265
C 4.788 -2.008 4.299
C 6.145 -1.910 4.023
C 6.584 -1.664 2.731
C 5.661 -1.527 1.701
C 4.311 -1.680 1.969
S 3.084 -1.653 0.706
N 1.806 -0.883 1.535
C 1.641 -1.167 2.764
C 0.518 -0.494 3.479
C 0.222 -0.759 4.807
C -0.710 0.022 5.469
C -1.290 1.068 4.781
C -0.970 1.224 3.441
N -0.121 0.446 2.773
H 2.245 -2.085 4.464
H 4.444 -2.179 5.313
H 6.860 -2.015 4.828
H 7.641 -1.575 2.523
H 5.985 -1.323 0.689
H 0.698 -1.567 5.344
H -0.955 -0.172 6.504
H -1.986 1.745 5.255
H -1.434 2.026 2.886
```

=====

Formula: C50H42MoN4P2SSi
Source: the Open Molecules 2025 dataset
Level of theory: ωB97M-V/def2-TZVPD

* 2S+1: 3
* <S²>: 2.2867
* orbital gap (alpha / beta): 5.98 / 6.69 eV
* charge: +2

```
101
C50H42MoN4P2SSi, DFT ωB97M-V/def2-TZVPD
Mo -0.416 -0.097 0.132
C 3.053 0.694 1.335
Si 1.636 1.508 0.415
C 1.132 3.092 1.246
C 2.042 4.030 1.747
C 1.592 5.216 2.302
C 0.227 5.483 2.370
C -0.688 4.562 1.892
C -0.228 3.369 1.333
P -1.369 2.118 0.677
C -1.941 2.728 -0.931
C -1.185 3.669 -1.630
C -1.650 4.172 -2.836
C -2.868 3.743 -3.346
C -3.615 2.791 -2.662
C -3.153 2.279 -1.461
C -2.797 2.167 1.791
C -3.820 3.086 1.571
C -4.861 3.197 2.483
C -4.882 2.400 3.616
C -3.865 1.479 3.838
C -2.831 1.357 2.926
C 2.371 1.853 -1.277
C 3.128 2.972 -1.636
C 3.824 2.988 -2.835
C 3.796 1.887 -3.692
C 3.047 0.773 -3.359
C 2.330 0.783 -2.163
P 1.201 -0.530 -1.702
C 1.992 -2.111 -2.061
C 3.111 -2.435 -1.288
C 3.860 -3.559 -1.591
C 3.485 -4.373 -2.655
C 2.367 -4.061 -3.414
C 1.619 -2.928 -3.124
C -0.266 -0.323 -2.745
C -0.438 0.811 -3.548
C -1.549 0.911 -4.366
C -2.500 -0.103 -4.380
C -2.351 -1.223 -3.572
C -1.236 -1.333 -2.757
H 3.985 1.088 0.921
H 3.068 -0.390 1.213
H 3.027 0.904 2.402
H 3.107 3.831 1.714
H 2.301 5.934 2.691
H -0.122 6.408 2.808
H -1.747 4.768 1.973
H -0.247 4.029 -1.225
H -1.071 4.917 -3.366
H -3.242 4.158 -4.272
H -4.567 2.461 -3.056
H -3.760 1.561 -0.920
H -3.819 3.713 0.687
H -5.656 3.907 2.302
H -5.695 2.488 4.324
H -3.883 0.850 4.717
H -2.060 0.617 3.098
H 3.186 3.829 -0.977
H 4.409 3.857 -3.105
H 4.354 1.907 -4.617
H 3.013 -0.082 -4.024
H 3.419 -1.791 -0.472
H 4.736 -3.799 -1.005
H 4.072 -5.250 -2.896
H 2.085 -4.690 -4.248
H 0.769 -2.676 -3.745
H 0.301 1.603 -3.537
H -1.671 1.779 -5.000
H -3.361 -0.021 -5.029
H -3.093 -2.009 -3.584
H -1.108 -2.227 -2.153
S -2.691 -0.825 0.315
C -2.074 -2.224 1.159
N -2.927 -3.254 1.287
N -2.522 -4.463 1.482
C -1.329 -5.162 1.128
C -0.538 -4.803 0.044
C 0.538 -5.604 -0.286
C 0.830 -6.743 0.459
C 0.020 -7.101 1.525
C -1.073 -6.315 1.855
N -0.909 -2.249 1.810
N -0.218 -1.116 1.782
C 0.659 -0.961 2.915
C 1.411 -2.041 3.355
C 2.235 -1.869 4.454
C 2.287 -0.644 5.112
C 1.516 0.419 4.667
C 0.699 0.266 3.555
H -3.265 -5.054 1.843
H -0.771 -3.936 -0.562
H 1.149 -5.342 -1.137
H 1.677 -7.360 0.194
H 0.230 -7.994 2.096
H -1.717 -6.592 2.680
H 1.349 -2.991 2.841
H 2.837 -2.697 4.803
H 2.925 -0.524 5.976
H 1.544 1.369 5.183
H 0.095 1.093 3.206
```

=====

Formula: C3H6O4Rb
Source: the Open Molecules 2025 dataset
Level of theory: ωB97M-V/def2-TZVPD

* orbital gap: 9.46 eV
* charge: +1

```
14
C3H6O4Rb, DFT ωB97M-V/def2-TZVPD
O -0.197 0.381 -1.095
C 0.232 -0.658 -0.423
C 0.830 1.385 -1.165
O -0.436 -1.665 -0.251
O 1.502 -0.573 -0.099
C 2.023 0.714 -0.470
Rb -0.593 -5.496 0.430
H 0.474 2.275 -0.639
H 1.013 1.610 -2.221
H 2.332 1.231 0.443
H 2.881 0.557 -1.131
O -3.517 0.427 2.136
H -3.468 -0.335 1.541
H -3.079 0.147 2.945
```